{"formula": "C22H24FN3O3", "method": "wB97M-V/def2-TZVPD", "relative_energy_kj_mol": 214.6, "smiles": "COCCN1CCN(C(=O)c2ccc3nc(Cc4ccccc4F)oc3c2)CC1", "lumo_energy_ev": 0.7, "homo_lumo_gap_ev": 9.48, "total_energy_ev": -36533.905, "symbols": ["C", "O", "C", "C", "N", "C", "C", "N", "C", "O", "C", "C", "C", "C", "N", "C", "C", "C", "C", "C", "C", "C", "C", "F", "O", "C", "C", "C", "C", "H", "H", "H", "H", "H", "H", "H", "H", "H", "H", "H", "H", "H", "H", "H", "H", "H", "H", "H", "H", "H", "H", "H", "H"], "positions_angstrom": [[-0.577754, 4.880810, -5.113819], [-1.508413, 4.035252, -4.480941], [-1.744106, 2.825756, -5.153053], [-0.510972, 1.916066, -5.302480], [0.368182, 1.960354, -4.150058], [-0.272672, 1.546569, -2.915643], [0.683991, 1.764105, -1.739943], [1.910803, 1.037667, -1.959626], [2.290509, -0.092606, -1.317707], [3.194296, -0.802167, -1.721325], [1.574429, -0.402820, -0.037990], [1.631373, 0.497968, 1.034074], [1.051999, 0.217854, 2.254209], [0.398117, -0.999417, 2.383679], [-0.277828, -1.570554, 3.438050], [-0.671590, -2.716730, 3.004435], [-1.456393, -3.724410, 3.768145], [-1.422097, -3.402545, 5.234983], [-2.489385, -2.806255, 5.889051], [-2.415478, -2.498568, 7.236935], [-1.266117, -2.779820, 7.954761], [-0.185597, -3.372951, 7.325240], [-0.280738, -3.670827, 5.980196], [0.770493, -4.260441, 5.369573], [-0.332194, -2.999821, 1.719442], [0.358243, -1.906178, 1.304600], [0.947625, -1.634520, 0.086595], [2.542510, 1.396814, -3.210413], [1.573304, 1.180146, -4.370303], [-0.856085, 5.062007, -6.159423], [-0.601786, 5.821245, -4.566448], [0.431988, 4.462498, -5.074216], [-2.520390, 2.326832, -4.567972], [-2.145739, 3.018172, -6.161417], [-0.871722, 0.892413, -5.514669], [0.077888, 2.244408, -6.163885], [-1.158743, 2.160631, -2.758731], [-0.571022, 0.481466, -2.950517], [0.209993, 1.438033, -0.814725], [0.917950, 2.831806, -1.671272], [2.158586, 1.430573, 0.896052], [1.101519, 0.907096, 3.080826], [-1.022793, -4.709592, 3.574618], [-2.486139, -3.727241, 3.400498], [-3.387210, -2.580146, 5.333509], [-3.257914, -2.035257, 7.727392], [-1.207211, -2.538242, 9.004878], [0.723517, -3.603062, 7.857907], [0.931224, -2.339818, -0.728344], [3.430485, 0.774812, -3.331596], [2.828543, 2.452296, -3.165341], [2.042619, 1.508590, -5.300601], [1.347899, 0.101751, -4.457186]], "forces_ev_per_angstrom": [[0.0174, 0.0065, -0.0129], [-0.0391, 0.0210, 0.1089], [0.0168, -0.2410, -0.0514], [-0.0912, 0.2860, 0.0619], [-0.0537, -0.0929, -0.0784], [0.0684, 0.2116, 0.1931], [-0.5529, -0.0244, -0.0202], [0.0539, 0.2316, -0.1207], [0.0312, -0.0054, 0.1612], [0.0729, -0.2798, -0.0429], [0.0607, -0.1455, 0.2446], [0.0481, -0.0243, -0.1399], [-0.1130, -0.1771, 0.0640], [0.1327, -0.4835, -1.0322], [-0.2979, -0.2870, 0.5407], [0.0913, 0.5223, 0.2699], [0.1224, -0.1000, -0.0694], [0.1424, -0.1670, 0.0319], [0.1178, -0.0744, 0.0376], [-0.1103, 0.0685, 0.0712], [-0.0284, 0.0123, -0.0444], [0.1139, -0.0774, -0.1837], [-0.2382, 0.0331, 0.1616], [-0.0786, 0.0761, -0.0370], [-0.1271, -0.4214, -0.1762], [0.3784, 1.1852, 0.4054], [-0.1380, -0.2215, 0.0223], [0.2684, -0.2275, -0.3465], [0.1883, 0.1338, 0.1566], [-0.0015, 0.0269, -0.0004], [0.0692, 0.0270, -0.0769], [0.0025, 0.0160, -0.0057], [0.0367, -0.0044, -0.1089], [-0.0118, -0.0629, 0.1149], [0.0223, 0.0606, -0.0523], [-0.0207, -0.0851, -0.0030], [-0.0317, -0.0508, 0.0296], [-0.0113, 0.0354, 0.0158], [0.0491, 0.0965, -0.1112], [-0.0696, -0.0332, 0.0521], [0.0313, 0.1069, -0.0260], [0.0173, 0.0957, 0.1039], [-0.1107, 0.0358, -0.0182], [0.0521, -0.0577, 0.0184], [-0.0914, 0.0234, -0.0861], [-0.0716, 0.0393, 0.0389], [0.0088, 0.0162, 0.0902], [0.1012, -0.0383, 0.0274], [0.0398, -0.0786, -0.1263], [-0.0875, 0.1347, 0.0083], [0.0010, -0.0372, -0.0428], [-0.0123, -0.0342, 0.0019], [0.0323, 0.0298, -0.0187]]}